Entry 1:
The molecule C19H14BrClN4O2S, computed with wB97M-V/def2-TZVPD.

Summary:
SMILES: CS(=O)(=O)c1ccc(Nc2cc(-c3ccccc3Cl)nc3c(Br)cnn23)cc1
Net charge: 0
Kohn-Sham gap (eV): 8.0
Energy above the lowest of the compared OMol25 structures with the same formula, charge and spin (eV): 3.6181
Multiplicity: 1

Element x y z (Å)
C (3.3771, -2.0382, -1.3852)
N (1.6233, 1.1365, -0.6531)
N (0.9097, 3.7134, -1.5315)
C (1.7565, -0.2545, -0.7548)
C (-1.6647, 2.2321, 1.0769)
C (2.2471, -2.9062, -1.4755)
H (-0.3263, -0.7052, -0.8637)
O (1.4340, -5.6948, -1.8860)
H (3.8178, 0.0158, -1.0817)
Cl (-0.6051, 0.8522, 3.8392)
C (-0.5964, 1.4064, 0.6587)
H (0.0554, -3.0623, -1.7039)
Br (-2.0900, 6.2901, -0.9459)
O (2.7962, -4.8119, -3.4913)
H (-5.4408, -0.3291, 4.1062)
C (-4.6655, 0.1688, 3.5686)
H (-0.3703, 0.5438, 1.0777)
C (0.8778, -2.3920, -1.4098)
H (4.4192, -2.3637, -1.5419)
C (-3.3261, 0.2559, 3.9416)
H (-6.0434, 0.5386, 1.9578)
C (0.2561, 4.8118, -1.8967)
H (4.0358, -6.2902, -1.3041)
C (0.4929, 1.8621, -0.1383)
C (-0.9460, 4.9601, -1.1717)
H (2.2566, 1.7619, -1.2156)
S (2.5384, -4.7226, -2.0357)
C (3.0505, -0.7404, -1.0327)
C (-3.9969, 1.3165, 1.5986)
H (-4.2861, 1.7699, 0.5742)
H (0.4191, 5.6164, -2.6190)
C (0.7092, -1.0832, -1.0388)
C (-2.2788, 0.9337, 3.2814)
N (-1.9915, 3.4018, 0.5708)
H (-3.0122, -0.3867, 4.7454)
N (0.2742, 3.1132, -0.5507)
H (4.0304, -4.7853, -0.2454)
C (-0.9264, 3.8362, -0.3787)
C (4.0029, -5.2603, -1.2505)
H (4.9006, -5.0131, -1.7683)
C (-5.0476, 0.7804, 2.3658)
C (-2.6667, 1.5223, 2.0077)


Entry 2:
The molecule C24H28ClN3O5, computed with wB97M-V/def2-TZVPD.

Summary:
SMILES: CCOC(=O)N1CCC(NC(=O)c2cc(C(=O)NCc3cccc(Cl)c3)ccc2CO)CC1
Net charge: 0
Kohn-Sham gap (eV): 9.8
Energy above the lowest of the compared OMol25 structures with the same formula, charge and spin (eV): 0.3204
Multiplicity: 1

Element x y z (Å)
C (-7.2115, -3.1844, 1.2561)
H (3.0676, 3.6819, 1.6479)
H (4.2766, 1.8307, 0.6010)
H (-2.9063, 0.3416, -2.2756)
C (-1.0126, 2.3062, -0.1239)
N (4.4346, 0.0860, -1.4711)
C (8.8508, -1.5636, -0.9591)
H (-3.4455, 2.0092, -0.5220)
H (5.3659, -1.2492, 0.6425)
Cl (7.2718, -1.6824, 2.6922)
N (-1.6767, 1.1408, 0.0037)
H (-2.9741, -0.9648, -1.0812)
O (-6.5860, -1.9202, 1.0452)
H (-5.8525, 0.0769, 1.6452)
C (-3.3818, 0.0120, -1.3513)
C (2.5289, 2.9726, 1.0374)
C (7.7432, -1.3306, -1.7564)
H (-7.8719, -3.0297, 2.1123)
H (1.1143, 4.7812, 2.2424)
O (-6.1956, -2.5005, -1.1074)
H (4.8455, 0.9982, -1.3553)
O (2.6290, -1.2265, -1.1262)
H (-3.6640, 1.3012, 1.8422)
C (3.1861, -0.1520, -1.0077)
C (6.4824, -1.2128, -1.1880)
C (1.1518, 1.1483, -0.4997)
C (-6.1042, -1.7048, -0.2021)
C (8.7184, -1.6712, 0.4139)
O (0.0938, 5.2812, 0.5917)
C (-4.8911, -0.1124, -1.5636)
H (-1.1681, 0.3061, 0.2519)
H (-5.5707, -4.0044, 2.3903)
C (6.3428, -1.3275, 0.1898)
C (-3.8260, 0.5722, 1.0474)
C (7.4579, -1.5511, 0.9776)
N (-5.5443, -0.4790, -0.3273)
C (5.2639, -0.9535, -2.0359)
C (0.4478, 4.2963, 1.5241)
H (-0.4412, 3.9319, 2.0635)
H (-5.7308, 1.4174, 0.4829)
H (-5.2979, 0.8453, -1.9067)
C (0.4618, 2.1923, 0.1025)
H (4.6347, -1.8496, -2.0780)
H (9.5777, -1.8469, 1.0411)
H (9.8275, -1.6574, -1.4087)
H (-7.8016, -3.4419, 0.3709)
C (2.5266, 1.0175, -0.3545)
H (-3.4323, -0.3925, 1.3758)
O (-1.5697, 3.3542, -0.4108)
H (-0.5777, 4.8867, 0.0045)
C (-6.1908, -4.2775, 1.5394)
H (-6.7055, -5.2085, 1.7587)
H (-5.5570, -4.4221, 0.6681)
H (0.6360, 0.4271, -1.1175)
C (3.2138, 1.9346, 0.4333)
H (5.5613, -0.6835, -3.0544)
C (1.1576, 3.1272, 0.8781)
C (-5.3243, 0.4390, 0.7649)
H (-5.1175, -0.8840, -2.3007)
H (7.8586, -1.2437, -2.8266)
C (-3.0996, 1.0122, -0.2269)


Entry 3:
A structure of composition C3H6N2OS, computed with wB97M-V/def2-TZVPD.

Summary:
Net charge: 0
Kohn-Sham gap (eV): 8.9
Energy above the lowest of the compared OMol25 structures with the same formula, charge and spin (eV): 6.3998
Multiplicity: 1

Element x y z (Å)
C (0.6662, -1.9240, 0.1950)
O (-0.6366, 1.5353, 0.4206)
H (-0.3456, 1.3376, -1.4877)
H (-1.3845, -2.6743, 0.8059)
C (0.0388, 2.0420, -0.7126)
H (0.4027, -0.1582, -1.1105)
C (-0.5979, 0.2886, 0.8030)
H (1.1312, 1.7226, -0.7218)
H (-0.0833, 3.1634, -0.9348)
N (0.2384, -0.5949, -0.0779)
N (-0.0879, -2.8844, 0.6722)
S (-1.5421, 0.0196, 2.1176)
H (2.2006, -1.8732, 0.0310)


Entry 4:
A cluster of 3 separate species, C4H12O3 in total, computed with wB97M-V/def2-TZVPD.

Summary:
SMILES: CCCC=O.O.O
Net charge: 0
Kohn-Sham gap (eV): 10.1
Energy above the lowest of the compared OMol25 structures with the same formula, charge and spin (eV): 1.2725
Multiplicity: 1

Element x y z (Å)
H (0.2887, -1.5284, -0.3363)
O (-1.6149, 1.4373, -3.0221)
H (-0.1269, -1.5396, 3.7228)
H (0.7568, 1.2543, -0.0304)
H (1.9369, -0.0998, -1.7646)
C (0.3089, 0.4626, 0.5206)
C (1.0118, -0.8423, 0.0568)
C (-1.2203, 0.4914, 0.4532)
O (2.5111, -2.0304, -1.3308)
H (-1.5952, -0.2989, 1.0899)
H (-1.7513, 1.4091, 0.7784)
H (-1.6231, 0.3168, -0.5727)
C (1.9065, -0.9934, -1.1140)
O (0.5323, -0.9379, 3.2876)
H (-1.3359, 1.7363, -3.9240)
H (0.6443, 0.6839, 1.4954)
H (-0.0906, -0.4918, 2.6542)
H (1.5127, -1.3310, 0.8779)
H (-2.0517, 2.3017, -2.8417)


Entry 5:
A cluster of 10 separate species, C4H29N2O9S in total, computed with wB97M-V/def2-TZVPD.

Summary:
Net charge: -1
Kohn-Sham gap (eV): 7.0
Energy above the lowest of the compared OMol25 structures with the same formula, charge and spin (eV): 3.6492
Multiplicity: 1

Element x y z (Å)
O (-3.4398, -1.0614, -0.9523)
H (0.6179, 2.4829, -2.4028)
S (-0.1026, 0.4958, -1.9787)
O (2.7822, -0.3161, 2.1524)
C (-2.1597, 1.6707, 0.5027)
N (-0.2955, 2.0287, 2.0273)
H (-2.7582, 2.4445, 1.0713)
H (2.4902, 0.4629, -1.4211)
C (0.9899, 2.5760, 2.3331)
O (2.4492, -2.1577, -2.4638)
H (-2.6573, -0.6470, -0.8188)
H (-2.2826, -2.8090, -1.3159)
O (3.0667, 1.0519, -1.0430)
H (-0.2084, 2.7803, 0.2467)
H (2.5978, -1.1813, 1.6713)
H (-0.6089, 1.2802, 2.5923)
O (1.4363, 2.6636, -2.8752)
H (0.2673, -1.8175, -0.8199)
H (-3.9887, -0.8427, -1.7460)
H (-1.8803, -1.5592, 1.6901)
H (1.0340, -2.7199, 0.9711)
O (-1.8956, -3.6276, -1.5763)
C (0.1888, 0.7993, -0.1729)
H (3.0226, 0.8529, -0.0370)
H (3.5912, -0.4475, 2.4854)
H (2.1294, 2.5581, -2.2692)
O (1.0951, -2.7556, 1.9342)
H (2.6905, -1.2715, -2.4901)
H (-2.1675, 1.4100, -1.5022)
O (0.6616, -2.7279, -0.6613)
H (-3.0977, 2.7098, -1.1067)
H (1.6392, -1.9982, -3.1004)
H (1.1494, 3.6418, 2.0647)
H (1.2262, 2.3900, 3.4201)
H (-3.0269, -2.3829, 1.1316)
H (-2.4498, 0.5803, 0.8942)
H (-0.9624, -3.5034, -1.1989)
H (1.3416, 0.6509, -0.0051)
O (-2.5472, -2.1626, 1.9732)
H (-0.1841, -0.1782, 0.2340)
C (-0.6130, 1.8803, 0.6239)
H (1.3954, -2.8240, -1.3659)
H (1.9781, 2.1542, 1.9042)
N (-2.8016, 1.8649, -0.8611)
H (0.2870, -2.4390, 2.2605)


Entry 6:
A cluster of 2 separate species, C22H43N3O10S3Si in total, computed with wB97M-V/def2-TZVPD.

Summary:
SMILES: CCOCC[C@]1(CCO[Si](C)(C)C)C(=O)N[C@@H](C[SH](=O)=O)[C@H]1SCC(=O)OC[C@@H](C)OC(=O)CS.NC(N)=O
Net charge: 0
Kohn-Sham gap (eV): 9.0
Multiplicity: 1

Element x y z (Å)
H (0.1755, 0.2264, 1.1595)
H (2.1032, 3.7790, -3.4746)
N (4.7724, 4.9651, -2.2203)
H (2.1454, -4.2991, -2.5641)
H (2.9108, 0.3664, 1.3034)
Si (2.0028, -2.6993, -4.5231)
H (3.8807, -4.1054, -3.3339)
H (-4.8839, 1.0497, 4.3118)
O (4.9897, 1.8408, 2.1506)
H (-9.9078, -2.2709, 2.4262)
C (3.1970, -1.7412, -5.6998)
H (-6.2051, 3.4705, 3.9278)
H (0.4470, -4.6872, -5.0076)
C (-6.6987, 2.4414, 3.6394)
C (-1.8068, 2.6432, 0.4042)
S (-8.5393, -2.1163, 2.1042)
H (4.1178, -2.4623, -5.9377)
N (2.9384, 1.6326, -0.3748)
C (1.1226, -0.0407, -1.0723)
H (1.8919, -4.0129, 2.4785)
C (3.8479, 4.7471, -3.1729)
O (0.5509, -1.8254, -4.0656)
H (1.1167, -1.5037, 4.3981)
C (0.1231, 0.1254, -2.3623)
H (2.2478, -5.0420, -5.5978)
H (-0.2488, 1.2205, -2.5634)
H (4.7191, 4.5860, -1.2899)
C (0.8012, -0.4036, -3.7970)
H (1.0825, -3.8637, -6.6441)
H (3.0245, -2.0460, 0.0876)
H (1.3011, 2.0834, 2.8629)
H (3.1657, -2.7191, -2.1429)
H (-7.5261, 2.0891, 4.4156)
C (1.4970, -2.6259, 4.2613)
C (2.9212, -3.4982, -2.9807)
H (-7.2718, 2.5540, 2.6042)
H (-6.6583, -2.9736, 3.6394)
C (-2.4166, 1.2973, 1.1146)
C (1.3789, -4.2461, -5.5620)
C (2.2212, 2.3544, 2.1555)
C (1.2673, -3.0393, 2.6577)
H (2.7331, 3.5711, -1.8672)
H (0.1043, -3.1774, 2.5391)
H (-0.8324, -0.5362, -2.1673)
S (3.7975, 2.0438, 3.1463)
C (-5.5676, 1.2376, 3.3790)
H (-4.8118, 0.9081, 1.2029)
C (1.9015, -2.2229, 0.4413)
H (0.8363, -3.2713, 4.9938)
H (1.7528, -3.4060, 0.3845)
C (0.7791, -1.5812, -0.5739)
O (-2.3775, 0.0520, 0.6323)
C (2.2193, 1.2413, 0.9334)
H (-0.2755, -1.6197, -0.0301)
S (0.0164, 2.5655, -0.0173)
H (-4.8556, 2.7406, 1.7431)
N (2.8212, 3.9681, -2.7874)
C (-4.5927, 1.6515, 2.0958)
O (1.6920, -1.8719, 1.8683)
H (1.9169, -0.0639, -3.8792)
H (3.5975, 0.8026, 3.8127)
H (3.9255, 1.9578, -0.2718)
O (-3.1374, 1.4900, 2.4161)
O (3.6956, -0.1696, -1.9720)
C (-7.5441, -2.1968, 3.7254)
H (-1.9461, 3.5462, 1.1708)
H (2.6940, -1.3075, -6.6636)
C (-6.8354, -0.7275, 4.0931)
H (2.6386, -2.6067, 4.5488)
H (0.6984, -2.3322, -1.4945)
H (3.6700, -0.8271, -5.0969)
O (-6.8231, -0.3403, 5.3724)
C (2.7216, 0.3859, -1.2465)
C (0.7272, 0.8361, 0.2956)
O (3.9337, 5.2181, -4.2961)
H (5.5619, 5.5466, -2.4691)
O (-6.3143, 0.0436, 2.9536)
H (0.2108, 0.2026, -4.6389)
H (2.0901, 3.4606, 1.7941)
H (-8.3199, -2.5374, 4.5537)
O (4.0743, 3.1075, 4.2431)
H (-2.3743, 2.9682, -0.5829)


Entry 7:
The molecule C5H7ClN4O4, computed with wB97M-V/def2-TZVPD.

Summary:
Net charge: 0
Kohn-Sham gap (spin up / spin down) (eV): 7.7 / 7.7
Energy above the lowest of the compared OMol25 structures with the same formula, charge and spin (eV): 2.8865
Multiplicity: 1

Element x y z (Å)
H (0.6387, -1.9724, 1.9956)
O (-2.7442, -1.6025, -0.4664)
Cl (1.1868, -0.4798, -2.1287)
C (0.3461, -1.9724, -0.0132)
C (-1.0926, -0.2668, 0.2219)
N (1.8047, 0.0266, 0.2859)
H (-1.0458, 3.9494, -0.3159)
N (0.9593, 0.9416, 0.3347)
C (-0.3690, 0.8023, -0.1223)
H (-0.7132, -2.8223, 1.3971)
O (-1.0186, 1.9840, -0.4901)
H (0.6419, 3.1969, 0.2678)
O (2.9457, 0.0714, 0.7396)
O (-3.2197, 0.1420, 0.7967)
C (1.5847, -1.1825, -0.4667)
C (-0.2541, 3.2035, -0.4480)
H (-0.2408, -2.4026, -0.8587)
H (2.5147, -1.9365, -0.6880)
H (0.1973, 3.4447, -1.3865)
N (-2.4219, -0.5888, 0.1477)
N (0.3001, -2.5357, 1.1974)


Entry 8:
A cluster of 5 separate species, C30H51B2F10N4O9S in total, computed with wB97M-V/def2-TZVPD.

Summary:
Net charge: -1
Kohn-Sham gap (eV): 8.0
Multiplicity: 1

Element x y z (Å)
C (-1.4163, -2.3428, 2.7219)
C (-0.9235, 3.8904, -3.2185)
C (6.3889, -1.5728, -4.1529)
O (-1.2123, -1.3764, 4.9038)
F (-2.5382, -2.7598, -4.9517)
H (-6.6680, -4.4757, -0.9578)
H (-5.1475, -3.9624, -0.2022)
C (-4.1330, 0.6903, 8.9711)
H (-5.0575, 2.9977, 8.3813)
O (3.5404, 2.3619, -1.9913)
F (0.8997, -1.4909, -1.6968)
C (7.0972, -1.2204, -1.3794)
H (-9.8987, -4.0827, 0.1558)
H (-9.5849, -2.3581, 0.4694)
H (-3.5801, -1.1727, 4.9947)
H (7.0514, -0.9303, 1.8141)
H (-1.6355, 2.1347, -4.4842)
C (5.6414, -0.1170, -4.0681)
C (-1.2153, 4.2771, -1.6283)
C (-6.8390, -3.8906, 1.0947)
H (-6.3515, -2.7363, -0.6415)
F (-2.8593, -4.0866, -2.9959)
H (9.4135, 2.2913, 2.8383)
H (4.4572, 2.4677, -3.9795)
H (6.6128, -0.0764, 3.3056)
C (7.1109, -2.1285, -2.7593)
N (-3.3012, -1.5881, 4.1129)
H (6.2630, 0.9137, -0.3785)
B (0.9135, 2.5287, -6.0236)
H (-1.7172, 1.8426, -2.6270)
H (0.5360, 1.1230, -1.1259)
C (8.2831, 0.7541, 2.2547)
F (-3.3418, -0.2226, -3.4786)
C (2.7120, 1.1553, -1.9303)
O (-0.1066, 3.5715, -6.3588)
H (7.6214, -3.1858, -2.7936)
C (8.8105, 1.3669, 4.6499)
C (1.1148, 1.6516, -1.9924)
H (2.0645, 0.2749, 0.1854)
C (-5.1673, 2.9253, 7.2988)
H (1.8560, 3.2903, -4.0704)
B (0.4422, 1.4908, -3.4880)
H (-3.4350, 1.4954, 9.2157)
N (-8.1792, -3.6692, 1.2174)
C (-0.2167, -1.5213, -2.7164)
H (7.5869, -1.5952, -0.3767)
C (-4.3323, -1.9424, 3.1667)
H (-4.8917, -1.0362, 2.9211)
H (-8.5186, -3.7800, 2.1663)
H (-1.8035, -3.3577, 2.5992)
O (1.4592, -0.7442, -4.7471)
C (7.4517, -0.4192, 2.6941)
C (-4.2758, 0.5667, 7.4793)
C (-3.2053, -2.7955, -3.6314)
F (-1.6005, -2.5059, -0.8710)
H (9.8310, 1.2406, 5.0201)
H (2.8267, 0.4107, -2.8243)
F (-4.0833, -1.5444, -1.6483)
H (5.4678, 3.1022, -2.5224)
C (4.7224, 2.2251, -2.8404)
H (0.0520, 4.4133, -3.5942)
F (-2.3684, 5.2108, -1.5402)
H (2.3222, 1.8833, -7.3836)
C (-1.5955, -1.3747, -1.8747)
H (-0.3252, -2.3935, 2.7759)
N (8.8716, 1.5222, 3.2159)
C (-6.2192, -3.7555, -0.2686)
C (6.3186, 0.2599, -1.3583)
H (-5.0032, -2.6573, 3.6496)
H (8.0684, -1.1273, 3.2540)
O (-3.9731, -0.4612, 6.8772)
H (-3.9274, -2.3804, 2.2538)
H (5.1105, 0.2762, -5.0576)
C (3.0514, 0.4571, -0.4478)
F (-1.6847, -0.1366, -1.0187)
N (-4.7580, 1.6387, 6.7877)
F (-4.6863, -2.8693, -3.9232)
C (-2.9960, -1.4698, -2.6979)
O (-0.9264, -0.2626, -5.2240)
H (-3.7374, -0.2451, 9.3766)
C (-9.1267, -3.3099, 0.1892)
F (-0.0618, -2.8792, -3.3637)
O (-6.1775, -4.1912, 2.0860)
C (1.5258, 2.2387, -4.5292)
H (2.5182, 1.6332, -4.6686)
H (-0.6099, 3.1878, -7.1607)
H (3.7428, 1.1690, 0.2016)
H (-5.1086, 0.8788, 9.4269)
O (1.3773, 1.6663, -7.1313)
H (6.3839, -2.1848, -5.1726)
O (8.4428, 1.0337, 1.0685)
H (8.2041, 0.5121, 4.9509)
H (-4.5549, 3.6912, 6.8164)
H (8.3877, 2.2824, 5.0713)
C (-1.0072, 2.2760, -3.4837)
H (-1.4949, 3.3128, -0.9997)
H (3.5748, -0.5644, -0.6826)
H (-4.8237, 1.4750, 5.7893)
H (-0.2394, 4.7162, -1.1084)
C (-1.9510, -1.7363, 3.9897)
H (-1.8173, 4.3964, -3.8263)
H (1.1570, 2.8088, -1.7029)
S (0.1246, -0.2685, -4.0454)
H (-6.2143, 3.0799, 7.0259)
H (-8.6608, -3.2161, -0.7923)
C (5.5665, 0.8336, -2.6944)
H (-1.6910, -1.7226, 1.8645)


| no. | calculated total energy (Eh) |
| --- | --- |
| 1 | -4534.1665 |
| 2 | -1932.1059 |
| 3 | -700.6540 |
| 4 | -385.2750 |
| 5 | -1354.6193 |
| 6 | -3264.3947 |
| 7 | -1174.5461 |
| 8 | -3516.0442 |